No. 1
The following is a DFT calculation (ωB97M-V/def2-TZVPD) of 13 unconnected molecules or ions with the total composition C6H34N2O12 in a non-equilibrium geometry.

Each line ends with the Löwdin charge.
Cartesian coordinates (Å):
C (0.523, -3.190, -0.009)  -0.099
C (0.245, -1.888, 0.649)  -0.282
C (-0.222, -0.754, -0.131)  -0.173
C (0.394, 0.557, 0.164)  -0.286
C (1.060, 1.051, 1.280)  -0.104
N (1.758, 2.197, 0.927)  0.031
C (1.473, 2.463, -0.341)  -0.163
N (0.573, 1.460, -0.845)  0.085
H (0.034, -4.092, 0.232)  0.067
H (1.564, -3.422, -0.001)  0.066
H (0.267, -3.058, -1.013)  0.049
H (1.043, -1.620, 1.381)  0.082
H (-0.496, -2.206, 1.543)  0.159
H (0.135, -0.957, -1.196)  0.104
H (-1.408, -0.510, -0.213)  0.152
H (1.043, 0.768, 2.373)  0.102
H (1.896, 3.192, -1.067)  0.114
H (-0.171, 1.516, -1.517)  0.117
H (-2.119, 4.065, -0.246)  0.031
H (-2.588, 2.562, -0.409)  -0.009
O (-2.639, 3.349, 0.108)  -0.033
H (-0.349, 2.387, 4.325)  0.038
H (-0.663, 1.078, 5.039)  0.003
O (-1.046, 1.863, 4.708)  -0.027
H (0.599, -0.780, -3.912)  0.061
H (-0.785, -0.247, -3.422)  -0.002
O (-0.399, -0.710, -4.212)  -0.119
H (-3.117, 0.258, -2.863)  0.024
H (-3.162, 1.692, -3.005)  -0.037
O (-2.597, 1.055, -2.835)  0.028
H (2.104, -0.158, 3.559)  -0.023
H (1.155, -1.211, 4.128)  0.109
O (1.452, -0.226, 4.216)  -0.073
H (-2.694, -2.078, -1.505)  0.042
H (-2.125, -2.259, -2.885)  -0.058
O (-2.784, -1.897, -2.458)  0.016
H (-3.539, -0.886, 1.029)  0.031
H (-3.755, -0.437, -0.488)  0.030
O (-3.968, -1.108, 0.196)  -0.059
H (4.123, -1.712, 1.968)  -0.049
H (2.895, -2.729, 1.945)  0.099
O (3.861, -2.505, 2.356)  -0.079
H (2.884, -1.699, -2.570)  0.057
H (2.202, -0.201, -2.320)  0.008
O (2.243, -1.133, -2.157)  -0.023
H (4.012, 1.281, 0.398)  0.085
H (3.187, -0.074, 0.343)  0.075
O (4.171, 0.257, 0.625)  -0.177
H (1.825, 1.535, -4.309)  0.097
H (1.403, 2.557, -3.225)  0.034
O (1.072, 1.749, -3.665)  -0.091
H (-3.974, 2.024, 2.570)  0.037
H (-3.150, 1.550, 3.834)  0.033
O (-3.445, 1.282, 2.923)  -0.099

Summary:
calculated total energy	-1261.26898	Eh
LUMO	-0.2	eV
energy relative to the best compared isomer or geometry (same formula, charge and spin)	208.4	kJ/mol



No. 2
The following is a DFT calculation (ωB97M-V/def2-TZVPD) of a molecular structure, C9H18CuNO5SeSi in a non-equilibrium geometry.

Each line ends with the Löwdin charge.
Cartesian coordinates (Å):
Cu (-0.006, 1.445, 1.125)  -0.004
O (-4.011, 1.928, 0.290)  -0.068
C (-4.279, 0.535, 0.168)  -0.243
C (-3.196, -0.209, -0.628)  -0.182
N (-1.889, -0.205, -0.021)  -0.164
C (-1.934, -0.739, 1.332)  -0.128
C (-2.359, 0.367, 2.332)  -0.653
O (-3.261, 0.075, 3.125)  -0.042
O (-1.795, 1.526, 2.173)  -0.139
C (-0.837, -0.684, -0.891)  -0.146
C (-0.509, 0.531, -1.794)  -0.732
O (-0.460, 0.319, -3.062)  -0.119
O (-0.206, 1.548, -1.207)  -0.040
H (-3.152, 1.980, 0.689)  0.035
H (-5.258, 0.535, -0.392)  0.120
H (-4.375, 0.049, 1.147)  0.089
H (-3.168, 0.238, -1.622)  0.123
H (-3.599, -1.217, -0.800)  0.109
H (-0.934, -1.024, 1.591)  0.073
H (-2.584, -1.651, 1.468)  0.128
H (-1.072, -1.543, -1.530)  0.113
H (0.127, -0.958, -0.438)  0.061
C (3.720, 1.279, -0.895)  -0.246
Si (3.118, -0.066, 0.158)  0.040
C (2.319, -1.225, -1.096)  -0.223
C (4.672, -0.787, 0.940)  -0.271
Se (1.776, 0.396, 1.917)  0.329
H (3.850, 2.187, -0.330)  0.011
H (2.935, 1.525, -1.616)  0.033
H (4.736, 1.031, -1.372)  0.053
H (3.174, -1.489, -1.737)  0.025
H (1.524, -0.803, -1.658)  -0.012
H (1.911, -2.167, -0.666)  0.041
H (5.293, -1.383, 0.260)  0.008
H (4.378, -1.387, 1.793)  -0.006
H (5.346, 0.042, 1.245)  0.025

Summary:
calculated total energy	-5116.23061	Eh
LUMO	5.1	eV
energy relative to the best compared isomer or geometry (same formula, charge and spin)	24.9	kJ/mol
net charge	-2



No. 3
The following is a DFT calculation (ωB97M-V/def2-TZVPD) of C4H7NOS2 in the gas phase in a non-equilibrium geometry.

Each line ends with the Löwdin charge.
Cartesian coordinates (Å):
C (-2.696, 2.542, 0.127)  -0.443
S (-1.630, 1.551, -0.902)  0.783
N (-1.012, 0.444, 0.248)  -0.286
C (-0.008, -0.297, 0.010)  -0.737
O (0.531, -1.049, 1.025)  -0.091
C (1.871, -1.517, 0.708)  -0.211
C (1.904, -1.790, -0.815)  -0.472
S (0.918, -0.483, -1.552)  0.918
H (-2.897, 3.516, -0.383)  0.043
H (-2.274, 2.705, 1.135)  0.041
H (-3.695, 2.116, 0.312)  0.029
H (2.049, -2.401, 1.349)  0.131
H (2.553, -0.694, 0.964)  0.121
H (2.897, -1.816, -1.293)  0.080
H (1.488, -2.828, -0.935)  0.094

Summary:
calculated total energy	-1082.95145	Eh
LUMO	0.6	eV
SMILES string	CS/N=C1/OCCS1
energy relative to the best compared isomer or geometry (same formula, charge and spin)	113.9	kJ/mol



No. 4
The following is a DFT calculation (ωB97M-V/def2-TZVPD) of 2 unconnected molecules or ions with the total composition C3H7O3 in a non-equilibrium geometry.

Each line ends with the Löwdin charge.
Cartesian coordinates (Å):
C (-1.825, 0.279, -1.118)  -0.045
C (-1.163, -0.726, -0.059)  -0.780
O (-0.585, -0.144, 0.892)  -0.127
O (-1.369, -1.937, -0.248)  -0.093
H (-2.785, 0.517, -0.659)  0.049
H (-2.016, -0.324, -1.997)  0.042
H (-1.204, 1.160, -1.176)  0.036
C (1.692, 1.363, 0.052)  -0.174
O (2.799, 0.614, 0.578)  -0.144
H (2.394, -0.026, 1.169)  0.062
H (1.213, 1.906, 0.883)  0.072
H (0.825, 0.777, -0.255)  0.033
H (2.152, 2.095, -0.606)  0.069

Summary:
calculated total energy	-344.26371	Eh
LUMO	4.1	eV
energy relative to the best compared isomer or geometry (same formula, charge and spin)	122.1	kJ/mol
net charge	-1



No. 5
The following is a DFT calculation (ωB97M-V/def2-TZVPD) of a molecular structure, C23H45Cl3N2O3PSiTm in a non-equilibrium geometry.

Each line ends with the Löwdin spin population.
Cartesian coordinates (Å):
C (-1.686, -1.942, -3.809)  -0.011
C (-1.320, -2.814, -2.627)  0.025
H (-1.997, -2.535, -4.669)  -0.001
H (-0.822, -1.290, -4.051)  -0.005
H (-2.497, -1.248, -3.528)  -0.001
C (-0.704, -4.021, -2.715)  0.329
C (-0.328, -4.647, -4.006)  0.059
H (-0.374, -4.518, -1.802)  0.016
H (0.090, -3.912, -4.716)  0.010
H (-1.209, -5.115, -4.469)  0.018
H (0.421, -5.427, -3.818)  0.002
Tm (0.849, 1.562, 0.237)  1.103
Cl (-1.809, 1.015, 0.591)  -0.003
Cl (2.981, 2.671, -0.533)  -0.004
H (1.533, 4.920, 4.004)  0.000
H (-0.978, 6.089, 3.846)  0.000
C (1.440, 4.883, 2.914)  -0.001
C (-0.875, 5.932, 2.771)  -0.001
N (0.012, 4.827, 2.555)  -0.013
H (1.961, 4.001, 2.525)  0.000
C (-0.406, 3.755, 1.950)  -0.019
O (0.503, 2.871, 1.773)  -0.007
H (-1.846, 5.667, 2.331)  0.000
H (-1.450, 3.593, 1.623)  -0.002
H (1.876, 5.785, 2.481)  -0.001
H (-0.463, 6.816, 2.279)  0.000
H (1.671, -1.144, -2.300)  -0.001
H (2.893, -3.872, -1.134)  0.000
C (2.704, -0.987, -1.948)  -0.001
C (3.606, -3.074, -0.868)  0.000
N (2.932, -1.777, -0.731)  -0.002
H (2.870, 0.079, -1.736)  0.000
C (2.448, -1.351, 0.423)  -0.003
O (1.773, -0.276, 0.527)  -0.001
H (4.119, -3.361, 0.057)  0.000
H (2.648, -1.955, 1.315)  0.000
H (3.416, -1.333, -2.700)  0.000
H (4.337, -2.991, -1.680)  0.000
O (-0.455, -1.421, -1.948)  0.477
C (-1.440, -2.096, -1.286)  0.043
C (0.075, -3.368, 0.358)  0.002
C (-1.177, -2.863, 0.004)  0.000
H (0.941, -3.130, -0.264)  0.000
C (0.196, -4.264, 1.428)  -0.001
H (-2.401, -1.554, -1.278)  0.004
C (-2.292, -3.173, 0.772)  0.003
H (1.179, -4.691, 1.673)  0.000
C (-0.957, -4.667, 2.124)  0.004
C (-2.206, -4.122, 1.784)  0.000
H (-3.229, -2.714, 0.473)  0.000
H (-0.884, -5.428, 2.914)  0.000
H (-3.115, -4.456, 2.284)  0.000
Si (-0.694, 3.091, -2.923)  -0.002
Cl (0.281, 1.156, -2.160)  0.007
C (0.876, 4.029, -3.322)  0.000
C (-1.654, 3.877, -1.559)  -0.007
C (-1.668, 2.902, -4.483)  0.000
H (1.680, 3.796, -2.615)  0.000
H (0.691, 5.108, -3.288)  0.000
H (1.220, 3.796, -4.336)  0.000
H (-1.014, 2.556, -5.293)  0.000
H (-1.983, 3.928, -4.728)  0.000
H (-2.566, 2.277, -4.418)  0.000
H (-2.123, 3.178, -0.851)  -0.001
H (-2.450, 4.493, -2.012)  -0.001
H (-1.003, 4.577, -1.014)  -0.003
C (-1.316, -1.529, 3.957)  -0.001
P (-0.245, -0.236, 3.216)  -0.002
C (-0.560, 1.098, 4.457)  0.000
C (1.380, -0.841, 3.824)  -0.001
H (-2.260, -1.545, 3.401)  0.000
H (-1.519, -1.308, 5.011)  0.000
H (-0.849, -2.514, 3.863)  0.000
H (-0.498, 0.669, 5.467)  0.000
H (0.169, 1.912, 4.332)  0.000
H (-1.571, 1.499, 4.274)  0.000
H (1.447, -0.723, 4.911)  0.000
H (1.492, -1.899, 3.553)  0.000
H (2.183, -0.272, 3.335)  -0.001

Summary:
calculated total energy	-4335.28065	Eh
LUMO (alpha / beta)	0.6 / -0.6	eV
multiplicity	3
energy relative to the best compared isomer or geometry (same formula, charge and spin)	0.0	kJ/mol



No. 6
The following is a DFT calculation (ωB97M-V/def2-TZVPD) of a molecular structure, C3H9NO3 in a non-equilibrium geometry.

Each line ends with the Löwdin spin population.
Cartesian coordinates (Å):
H (0.586, -1.355, -0.566)  0.002
O (1.865, -1.497, -0.569)  0.004
O (-0.524, -1.431, -0.827)  0.018
H (2.183, -2.260, -0.021)  0.000
H (2.124, -0.730, -0.025)  0.000
C (-1.404, -0.906, -0.107)  0.078
O (-2.632, -1.167, -0.306)  0.832
C (-1.262, 0.265, 0.828)  0.041
H (-1.990, 1.034, 0.444)  0.000
N (0.109, 0.819, 0.888)  0.022
H (0.014, 1.660, 1.463)  0.003
H (-1.766, -0.081, 1.771)  -0.001
C (0.557, 1.284, -0.422)  0.001
H (1.647, 1.245, -0.559)  0.000
H (0.123, 0.793, -1.325)  0.000
H (0.373, 2.327, -0.666)  0.000

Summary:
calculated total energy	-399.81626	Eh
LUMO (alpha / beta)	-4.0 / -8.5	eV
multiplicity	2
energy relative to the best compared isomer or geometry (same formula, charge and spin)	120.4	kJ/mol
net charge	+1



No. 7
The following is a DFT calculation (ωB97M-V/def2-TZVPD) of a gas-phase ion, C12H16N2O (charge +2) in a non-equilibrium geometry.

Each line ends with the Löwdin charge.
Cartesian coordinates (Å):
C (-2.383, 2.774, -2.779)  -0.039
C (-2.111, 3.342, -1.540)  -0.054
C (-1.883, 1.499, -2.926)  -0.072
C (-1.094, 2.863, -0.688)  -0.001
C (-0.925, 0.975, -2.093)  -0.059
C (-0.484, 1.611, -0.940)  -0.220
C (1.459, -1.216, 0.716)  -0.197
C (1.532, 1.082, 0.399)  0.076
C (1.769, -2.513, 1.067)  -0.063
C (2.910, -3.051, 1.922)  -0.044
C (0.154, -0.685, 0.044)  -0.116
C (-1.132, -0.995, 0.810)  -0.021
N (2.144, -0.027, 0.959)  0.138
N (0.295, 0.836, -0.042)  0.038
O (-0.914, -1.488, 2.150)  0.205
H (-3.219, 3.130, -3.433)  0.145
H (-2.595, 4.332, -1.237)  0.148
H (-2.196, 0.842, -3.816)  0.155
H (-0.835, 3.528, 0.166)  0.130
H (-0.432, 0.118, -2.560)  0.127
H (-0.667, -2.326, 2.491)  0.172
H (2.049, 2.085, 0.378)  0.205
H (3.539, -3.664, 1.288)  0.094
H (2.379, -3.472, 2.746)  0.076
H (3.615, -2.221, 2.210)  0.099
H (-0.020, -1.014, -0.995)  0.149
H (0.909, -3.279, 0.743)  0.169
H (-1.657, -0.066, 0.938)  0.149
H (-1.742, -1.689, 0.144)  0.186
H (3.161, 0.010, 1.049)  0.184
H (-1.627, -1.320, 2.828)  0.242

Summary:
calculated total energy	-650.87093	Eh
LUMO	-7.4	eV
energy relative to the best compared isomer or geometry (same formula, charge and spin)	82.8	kJ/mol
net charge	+2



No. 8
The following is a DFT calculation (ωB97M-V/def2-TZVPD) of C21H31N3O2 in the gas phase.

Each line ends with the Löwdin charge.
Cartesian coordinates (Å):
C (3.710, -1.171, -2.403)  -0.051
C (3.156, -0.705, -1.092)  -0.294
C (2.878, -1.608, -0.072)  -0.033
C (2.392, -1.175, 1.146)  -0.023
C (2.166, 0.177, 1.376)  -0.233
C (1.615, 0.635, 2.701)  -0.141
N (0.421, -0.126, 3.041)  -0.131
C (-0.059, 0.079, 4.386)  -0.158
C (-0.608, 1.495, 4.604)  -0.154
N (-1.490, 1.840, 3.512)  0.101
C (-1.534, 1.258, 2.303)  -0.431
O (-2.297, 1.663, 1.437)  0.046
C (-0.646, 0.041, 2.071)  -0.216
C (-1.536, -1.220, 2.011)  -0.014
C (-1.876, -1.667, 0.585)  -0.481
O (-1.883, -2.846, 0.286)  0.054
N (-2.139, -0.654, -0.252)  0.107
C (-2.475, -0.803, -1.660)  -0.293
C (-1.412, -1.622, -2.403)  -0.145
C (-0.070, -0.928, -2.621)  -0.188
C (-0.128, 0.135, -3.719)  -0.198
C (-0.528, 1.532, -3.236)  -0.201
C (-1.543, 1.556, -2.093)  -0.195
C (-2.720, 0.589, -2.251)  -0.133
C (2.432, 1.081, 0.357)  -0.038
C (2.925, 0.645, -0.860)  -0.049
H (3.362, -0.539, -3.217)  0.072
H (4.800, -1.124, -2.384)  0.084
H (3.420, -2.199, -2.604)  0.077
H (3.042, -2.663, -0.237)  0.114
H (2.168, -1.883, 1.928)  0.117
H (1.432, 1.722, 2.660)  0.124
H (2.354, 0.445, 3.487)  0.134
H (-0.855, -0.649, 4.565)  0.124
H (0.752, -0.115, 5.092)  0.125
H (0.217, 2.217, 4.660)  0.113
H (-1.165, 1.545, 5.544)  0.121
H (-2.089, 2.647, 3.631)  0.153
H (-0.171, 0.163, 1.092)  0.143
H (-1.005, -2.045, 2.487)  0.127
H (-2.476, -1.062, 2.546)  0.133
H (-2.284, 0.270, 0.147)  0.092
H (-3.414, -1.376, -1.729)  0.149
H (-1.825, -1.911, -3.372)  0.118
H (-1.255, -2.535, -1.828)  0.098
H (0.294, -0.499, -1.688)  0.100
H (0.647, -1.695, -2.921)  0.106
H (-0.830, -0.201, -4.486)  0.105
H (0.850, 0.213, -4.201)  0.097
H (0.364, 2.063, -2.895)  0.100
H (-0.928, 2.089, -4.087)  0.106
H (-1.031, 1.348, -1.154)  0.089
H (-1.934, 2.573, -2.015)  0.112
H (-2.979, 0.486, -3.306)  0.121
H (-3.587, 1.013, -1.739)  0.115
H (2.249, 2.136, 0.512)  0.112
H (3.125, 1.362, -1.643)  0.112

Summary:
calculated total energy	-1133.61350	Eh
LUMO	0.6	eV
SMILES string	Cc1ccc(CN2CCNC(=O)[C@@H]2CC(=O)NC2CCCCCC2)cc1
energy relative to the best compared isomer or geometry (same formula, charge and spin)	73.6	kJ/mol